(1)
The following is a quantum chemistry calculation of a molecular structure, C13H26IrN4O3PS at a distorted geometry, from OMol25.

The geometry in ORCA input format:
```
! RIJCOSX wB97M-V def2-TZVPD def2/J DEFGRID3
* xyz 2 1
H -0.18 -5.04 -1.91
H -1.47 4.24 -0.67
H 1.49 2.93 1.71
O 1.61 0.31 1.07
S 0.48 -0.65 -1.58
C 2.69 0.07 1.64
H -5.09 0.71 -1.21
H -1.11 3.40 -2.19
H 4.31 1.41 1.34
C 0.34 -2.30 -0.95
H 2.51 1.82 -0.88
H 1.73 -4.57 0.43
H -0.08 3.75 1.72
H 2.25 -2.65 -1.41
C 4.01 0.40 1.02
N 2.69 -0.49 2.85
C -4.18 1.96 0.37
N 1.43 -3.05 -0.98
C -3.33 -0.18 -0.39
H -0.02 4.68 -1.62
H 2.38 3.54 -1.34
H 4.79 -0.29 1.33
H -4.38 2.82 -0.27
C 0.05 -5.04 -0.84
H 2.18 -4.98 -1.22
H 3.56 -0.67 3.33
H -4.63 2.17 1.34
Ir -0.28 0.63 0.15
H -1.65 -2.20 -0.57
O -3.24 -1.30 -0.81
P 0.35 2.72 -0.40
H 0.00 -6.07 -0.49
H 3.92 0.40 -0.06
H -1.99 -4.47 -0.37
H 1.83 -0.68 3.33
C -0.68 3.86 -1.31
O -1.86 2.56 1.01
C 0.81 3.54 1.13
H -5.30 0.07 0.41
C -0.97 -4.19 -0.11
C -4.61 0.62 -0.23
N -0.80 -2.77 -0.50
C -2.69 1.79 0.52
N -2.27 0.60 0.07
C 1.43 -4.47 -0.62
C 1.87 2.57 -1.34
H 1.66 2.27 -2.36
H 1.30 4.48 0.86
H -0.86 -4.28 0.97
*
```

Computed properties:
energy: -48957.5748 eV
HOMO energy: -14.7 eV
frontier orbital gap: 7.34 eV
lowest unoccupied orbital energy: -7.34 eV
relative energy (zero: lowest compared OMol25 entry of this formula, charge and spin): 14.7 kcal/mol

=====

(2)
The following is a quantum chemistry calculation of a molecular structure, C13H26MoO2S4SbSe6 at a distorted geometry, from OMol25.

The geometry in ORCA input format:
```
! RIJCOSX wB97M-V def2-TZVPD def2/J DEFGRID3
* xyz -1 3
H -0.38 1.55 3.76
Sb -3.67 0.74 3.55
C -2.31 3.16 0.34
C -0.49 -3.76 -2.01
H 1.75 -5.36 -2.63
C 1.39 -5.34 -1.60
C 0.85 -3.93 -1.29
H 2.57 -1.15 -1.42
H 0.19 -6.50 -0.59
C 2.74 2.26 1.74
H -2.48 4.23 0.46
C -0.26 1.62 -2.60
H 3.50 2.99 -0.14
H 1.83 -2.87 -2.90
C 2.53 2.68 0.27
Se -1.21 -1.93 -2.16
H -0.39 -4.08 -3.05
Se -0.51 -2.48 1.13
H -1.25 -4.39 -1.54
S -0.64 2.73 0.83
S 1.49 1.16 2.48
H -1.96 3.52 -1.78
H 2.80 3.15 2.36
H 0.34 -4.77 0.62
H 2.24 -5.55 -0.95
C 1.93 -2.97 -1.81
Se -4.39 -0.17 5.61
Se -4.07 -0.15 0.09
C 0.34 2.27 3.35
H -3.03 2.62 0.95
S -1.78 1.19 -1.67
H 0.22 4.24 2.45
S 1.86 1.37 -0.80
C -2.46 2.79 -1.13
C 0.70 -3.81 0.23
H 0.07 0.64 -2.95
H 2.91 -3.42 -1.60
H 0.86 2.74 4.18
H 1.69 -3.65 0.67
O 1.84 -1.72 -1.17
H -1.36 3.58 2.95
C 0.89 2.38 -1.96
H 3.67 1.70 1.84
Mo -1.80 -0.81 0.00
H 1.55 2.72 -2.76
H -0.62 2.18 -3.46
C -0.39 3.33 2.52
Se -4.58 2.92 3.18
H 1.83 3.51 0.21
H -3.52 2.74 -1.37
O 0.42 -6.38 -1.51
Se -2.00 -0.78 2.45
H 0.53 3.25 -1.41
*
```

Computed properties:
energy: -461811.6390 eV
HOMO energy (alpha / beta): -3.9 / -4.6 eV
frontier orbital gap (alpha / beta): 5.34 / 6.05 eV
lowest unoccupied orbital energy (alpha / beta): 1.41 / 1.45 eV
relative energy (zero: lowest compared OMol25 entry of this formula, charge and spin): 77.2 kcal/mol

=====

(3)
The following is a quantum chemistry calculation of C13H26O4 in the gas phase, from OMol25.

The geometry in ORCA input format:
```
! RIJCOSX wB97M-V def2-TZVPD def2/J DEFGRID3
* xyz 0 1
H -3.95 -1.43 -0.25
C -5.40 0.06 0.27
O 5.80 -2.01 -0.20
C -4.09 -0.36 -0.38
C 0.94 0.23 -0.45
C -6.60 -0.68 -0.32
H -3.03 1.46 0.07
H -5.54 1.14 0.14
C -1.57 -0.05 -0.43
H 7.80 -0.88 -0.46
H -0.50 1.76 0.01
H 0.91 0.39 -1.53
H -8.75 -0.80 -0.09
H -1.44 -1.13 -0.28
H 2.15 0.85 1.23
H 2.06 2.05 -0.05
C 2.13 0.98 0.14
H 5.70 0.38 -1.42
O 4.44 1.30 -0.06
H -5.35 -0.14 1.34
H 1.07 -0.84 -0.28
H 5.04 -1.73 -0.74
H -8.08 0.81 0.22
O 7.84 -0.07 0.07
H 6.51 -1.69 1.65
C 5.76 0.96 -0.49
H -7.88 -0.47 1.41
C -0.38 0.69 0.17
H -6.46 -1.75 -0.20
H -6.66 -0.47 -1.39
O 3.59 -0.52 -1.06
C -2.89 0.38 0.21
H 4.89 -1.00 1.37
C 5.88 -1.17 0.92
H -4.14 -0.16 -1.46
C 6.55 0.17 0.56
H -0.35 0.52 1.25
H -2.85 0.19 1.29
H 6.65 0.78 1.47
C 3.44 0.48 -0.40
C -7.91 -0.26 0.34
H 6.27 1.90 -0.69
H -1.61 0.13 -1.50
*
```

Computed properties:
energy: -22093.5300 eV
HOMO energy: -10.0 eV
frontier orbital gap: 10.76 eV
lowest unoccupied orbital energy: 0.76 eV
relative energy (zero: lowest compared OMol25 entry of this formula, charge and spin): 0.1 kcal/mol